(1)
37
Properties=species:S:1:pos:R:3:forces:R:3:nbo_charge:R:1 method="wB97M-V/def2-TZVPD" e_above_lowest_kj_mol=304.4 energy_ha=-3113.18676 e_lumo_ha="-0.22920 / -0.22588" spin_multiplicity=1 homo_energy_ev="-10.41 / -10.46" charge=+1
Pt -0.703943 -0.134795 -0.626195 -3.8 -3.8 -1.5 0.898
C 1.481257 2.910405 -0.016995 0.1 0.0 0.0 -0.657
C 0.159657 2.274205 0.274605 -0.4 0.5 0.0 -0.011
C -0.063343 1.563305 1.460405 0.0 0.2 -0.3 -0.201
C -1.344843 1.116305 1.808905 -0.5 0.3 -0.2 0.025
C -1.610043 0.511605 3.145205 0.0 -0.1 0.1 -0.650
C -2.416443 1.373405 0.932305 0.5 -0.1 0.6 -0.259
C -2.232643 2.106105 -0.251995 0.3 -0.7 -0.3 0.059
C -3.392343 2.550605 -1.081295 0.1 -0.2 -0.1 -0.657
C -0.923243 2.484905 -0.603595 0.6 0.1 0.4 -0.292
H 1.458557 3.942605 0.338805 0.0 0.0 0.0 0.253
H 1.684057 2.945705 -1.085795 0.0 0.0 0.0 0.237
H 2.299157 2.402005 0.488405 0.0 0.0 0.0 0.241
H 0.750957 1.438705 2.161405 0.1 -0.1 0.0 0.240
H -2.004143 1.286105 3.802705 0.0 0.0 0.1 0.249
H -0.706543 0.119805 3.601005 0.1 -0.1 0.0 0.239
H -2.356943 -0.274895 3.086905 0.0 -0.1 0.0 0.238
H -3.415743 1.078905 1.227605 0.0 -0.1 0.0 0.243
H -3.730543 3.520305 -0.713095 0.0 0.0 0.0 0.264
H -4.228943 1.860105 -1.015695 -0.1 0.0 0.0 0.230
H -3.111943 2.675805 -2.123695 0.0 0.0 -0.1 0.241
H -0.771643 3.102605 -1.481295 0.0 -0.2 -0.1 0.251
Cl 5.748157 -3.788795 -0.944995 0.5 -0.1 0.0 0.093
C 4.097257 -3.419695 -0.823395 -0.7 0.9 0.0 -0.129
C 3.673157 -2.073995 -0.911295 0.6 -1.1 0.0 -0.054
Cl 4.829857 -0.835195 -1.143295 0.1 0.2 0.0 0.074
C 2.336557 -1.765595 -0.797995 -0.9 -1.5 0.5 -0.214
Cl 1.797857 -0.152195 -0.928695 0.7 1.0 -0.3 0.060
C 1.317957 -2.753995 -0.566395 3.9 -0.5 -0.7 0.425
O 0.121757 -2.459995 -0.388595 -3.6 2.1 0.4 -0.654
C 1.793957 -4.125395 -0.546895 -0.1 1.3 -0.3 -0.176
Cl 0.616657 -5.334495 -0.413095 -0.5 -0.4 0.2 0.079
C 3.143957 -4.436195 -0.645995 -0.1 0.5 0.0 -0.051
Cl 3.665757 -6.064795 -0.547195 -0.1 0.0 0.0 0.093
C -2.337243 -1.035795 -1.444495 3.3 2.0 1.8 -0.096
H -3.283943 -0.520895 -1.533395 -0.1 0.2 -0.2 0.168
H -2.342043 -2.086795 -1.692895 0.3 -0.3 0.0 0.201


(2)
17
Properties=species:S:1:pos:R:3:forces:R:3:nbo_charge:R:1 method="wB97M-V/def2-TZVPD" e_above_lowest_kj_mol=394.7 energy_ha=-438.55158 e_lumo_ha="0.13537 / 0.13536" spin_multiplicity=1 homo_energy_ev="-2.32 / -2.32" charge=-1
C 1.321256 0.552519 1.454490 0.6 0.9 1.6 -0.434
C 0.954506 0.095490 0.287885 0.3 -0.7 -1.1 -0.049
C 1.093577 0.712362 -1.071254 -1.1 -2.0 -0.7 -0.675
C 0.459462 -1.344050 0.221769 -2.2 0.2 -1.6 0.469
O 1.318349 -2.212304 0.375058 0.3 -0.3 0.2 -0.653
C -0.880230 -1.633417 -0.319465 1.8 -3.7 -1.2 -0.588
C -2.187880 -1.166182 -0.320177 -0.7 0.2 0.9 0.041
N -2.610614 -0.060989 0.200444 1.4 1.3 0.6 -0.161
O -3.868243 0.321069 0.319196 -0.1 0.3 0.1 -0.717
H 1.916182 1.476362 1.741861 -1.0 -1.1 -0.6 0.185
H 1.013034 -0.162509 2.206588 0.5 0.4 0.8 0.203
H 0.532130 -0.008090 -1.804587 1.9 1.3 0.8 0.246
H 2.039269 1.181806 -1.314177 0.5 -0.7 -0.3 0.214
H 0.444331 1.513209 -1.039931 -1.6 2.1 -0.1 0.216
H -0.955405 -2.705274 -0.818338 0.8 2.0 1.4 0.192
H -3.003561 -1.856424 -0.586647 0.4 0.5 -0.3 0.191
H -1.805270 0.530694 0.594297 -1.7 -0.6 -0.5 0.321


(3)
64
Properties=species:S:1:pos:R:3:forces:R:3:nbo_charge:R:1 method="wB97M-V/def2-TZVPD" energy_ha=-1554.86071 e_lumo_ha=-0.21601 spin_multiplicity=1 homo_energy_ev=-10.57 charge=+1
F -5.197917 0.685815 1.814077 1.5 -0.4 0.0 -0.279
C -3.913564 0.269526 1.826133 -0.4 -0.1 -0.1 0.514
C -3.619817 -1.084009 1.787977 -0.8 -0.3 0.0 -0.297
C -2.318707 -1.506116 1.792512 0.2 0.1 0.0 -0.057
C -1.242628 -0.595179 1.832097 0.1 0.0 0.0 -0.200
C 0.058592 -1.150216 1.824470 0.0 0.5 0.1 0.185
C 1.355414 -0.585922 1.787239 -0.2 0.0 0.0 -0.189
C 2.438671 -1.487235 1.846919 -0.2 0.1 0.0 -0.054
C 3.736668 -1.056257 1.814947 0.8 -0.3 0.0 -0.296
C 4.019746 0.296918 1.723305 0.4 -0.1 0.0 0.516
F 5.301032 0.721599 1.690962 -1.5 -0.4 0.0 -0.278
C 2.973422 1.205462 1.653191 0.2 0.7 -0.1 -0.283
C 1.669150 0.784413 1.677143 0.2 -0.1 0.0 -0.077
C -1.567229 0.775861 1.886989 -0.2 -0.1 0.1 -0.072
C -2.874585 1.187689 1.877641 -0.3 0.7 0.0 -0.284
H -4.429074 -1.791318 1.748614 -0.2 -0.2 0.0 0.257
H -2.102669 -2.559011 1.762212 0.0 -0.3 0.0 0.231
H 0.062859 -2.227920 1.844007 0.0 -0.3 0.0 0.219
H 2.230918 -2.539678 1.920045 0.0 -0.3 0.0 0.232
H 4.551750 -1.757159 1.849504 0.2 -0.2 0.0 0.257
H 3.217470 2.249591 1.565381 0.0 0.2 0.0 0.255
H 0.893919 1.516208 1.580426 0.0 0.2 0.0 0.217
H -0.798148 1.516045 1.967852 0.0 0.2 0.0 0.218
H -3.126681 2.233183 1.908056 0.0 0.2 0.1 0.255
C -4.845885 -2.844248 6.751702 -0.2 -0.1 0.0 -0.599
C -3.829277 -1.856968 7.298155 0.6 0.0 0.2 -0.695
C -3.891561 -0.541428 6.545837 -0.2 0.4 0.0 -0.598
Si -2.066277 -2.623459 7.446388 -0.1 -0.3 0.4 1.931
C -1.520288 -2.608797 9.288394 0.0 -0.3 -0.5 -0.704
C -2.599083 -2.073837 10.215029 -0.2 0.0 0.2 -0.599
C -0.208769 -1.869366 9.487182 0.3 0.1 0.1 -0.598
C -2.115698 -4.432622 6.806131 -0.3 0.6 -0.1 -0.706
C -1.806219 -5.454167 7.884987 0.0 -0.2 0.1 -0.600
C -1.254361 -4.633850 5.571932 0.1 -0.2 -0.3 -0.596
N -0.782058 -1.749773 6.485068 -0.5 -0.1 0.1 -0.730
C 0.518524 -2.195311 6.435012 0.6 0.1 -0.3 -0.047
C 1.281829 -1.326964 5.694286 0.5 -0.7 0.2 -0.324
C 0.435267 -0.304347 5.263823 -0.5 0.4 -0.3 -0.320
C -0.815213 -0.582288 5.754257 0.1 0.5 -0.4 -0.078
H -5.854297 -2.424777 6.758317 0.0 0.1 0.1 0.216
H -4.620119 -3.109034 5.717705 0.0 -0.1 -0.1 0.194
H -4.867916 -3.761825 7.342505 -0.1 0.0 -0.1 0.212
H -4.093794 -1.652838 8.344292 0.0 0.0 -0.3 0.240
H -4.893643 -0.107582 6.583239 -0.1 -0.1 0.1 0.214
H -3.205988 0.192449 6.971969 -0.1 0.1 -0.1 0.210
H -3.649491 -0.678859 5.490891 0.0 0.0 -0.1 0.186
H -1.359943 -3.668991 9.525668 0.0 0.3 0.1 0.229
H -2.301414 -2.145755 11.262996 0.1 0.0 0.0 0.218
H -2.801187 -1.021769 10.011256 -0.1 0.1 0.0 0.201
H -3.534080 -2.624572 10.103830 -0.1 0.0 0.1 0.204
H 0.084172 -1.846491 10.538495 -0.1 0.0 0.1 0.213
H 0.607064 -2.336096 8.937115 0.0 0.1 0.1 0.208
H -0.286971 -0.837690 9.144915 0.1 0.1 0.0 0.204
H -3.163399 -4.564737 6.507672 0.2 -0.1 0.0 0.231
H -1.928948 -6.474714 7.517159 0.0 0.0 -0.1 0.215
H -0.777357 -5.357923 8.232048 0.1 0.0 0.1 0.201
H -2.461839 -5.333841 8.748747 0.0 -0.1 0.0 0.211
H -1.446824 -5.600930 5.102939 -0.1 -0.1 0.0 0.209
H -1.439157 -3.858798 4.827225 0.1 0.0 -0.1 0.195
H -0.193860 -4.606177 5.819801 0.0 0.0 -0.1 0.205
H 0.873519 -3.087895 6.920778 -0.3 -0.1 0.1 0.215
H 2.337945 -1.408202 5.490526 0.0 -0.1 0.1 0.220
H 0.711800 0.546294 4.659839 -0.1 0.1 0.1 0.205
H -1.681336 0.030886 5.588053 -0.2 -0.3 0.3 0.216


(4)
38
Properties=species:S:1:pos:R:3:forces:R:3:nbo_charge:R:1 method="wB97M-V/def2-TZVPD" e_above_lowest_kj_mol=0.0 energy_ha=-811.05042 e_lumo_ha=-0.02509 spin_multiplicity=1 homo_energy_ev=-6.24
Rb 1.449634 3.348906 0.244371 0.4 -0.5 0.7 0.983
C 4.149164 0.605095 -1.800771 -0.9 0.1 -0.5 -0.631
C 3.494469 0.487096 -0.406225 0.9 1.2 0.0 0.166
C 3.307497 -1.012447 -0.058953 0.4 0.5 0.7 -0.660
O 3.979120 1.316489 0.552093 -0.4 -0.5 -0.3 -0.959
H 3.591848 -0.138772 -2.383958 0.5 -0.1 -0.5 0.168
H 5.228855 0.494039 -1.892757 0.0 -0.3 0.4 0.206
H 3.899745 1.559007 -2.279212 0.1 0.2 0.3 0.175
H 2.454690 0.826954 -0.622801 -1.0 -0.2 -0.5 -0.012
H 2.928967 -1.613259 -0.889933 -0.5 0.1 0.1 0.174
H 2.661857 -0.937879 0.821336 -0.2 -0.7 0.0 0.195
H 4.229290 -1.519160 0.237962 0.2 0.3 0.1 0.209
C -0.324425 0.198689 -0.428959 -0.1 -1.3 -1.8 -0.408
N -1.673986 -0.410231 -0.742699 -1.1 1.0 2.1 -0.202
C -2.549781 0.261183 0.334756 0.0 0.3 -0.2 -0.437
C -2.149586 -0.051121 -2.124769 2.1 -0.3 0.3 -0.406
C -1.700304 -1.913751 -0.535071 0.3 1.0 -0.9 -0.218
C -1.238863 -2.434442 0.807814 0.0 0.2 0.0 -0.093
O -1.181155 -3.842414 0.623517 -0.3 0.2 0.4 -0.707
H -0.004481 -0.083502 0.566967 -0.1 0.4 0.1 0.260
H -0.441419 1.261034 -0.603147 0.2 0.0 0.3 0.211
H 0.326121 -0.270863 -1.167734 0.5 0.4 0.2 0.224
H -2.131774 -0.014822 1.299205 -0.4 -0.1 0.1 0.265
H -3.613978 0.077038 0.203778 0.1 -0.6 0.0 0.221
H -2.445088 1.347212 0.318079 0.4 -0.1 -0.3 0.256
H -1.998397 1.020903 -2.220263 -0.8 0.1 0.0 0.229
H -3.107525 -0.487421 -2.380587 -0.2 0.4 0.4 0.239
H -1.395915 -0.464560 -2.799317 -0.1 -0.2 -0.1 0.222
H -1.038418 -2.341354 -1.288470 -0.3 0.0 -0.2 0.226
H -2.749942 -2.138378 -0.717748 0.1 -0.6 0.0 0.219
H -1.954406 -2.074892 1.551257 0.1 -0.7 0.4 0.187
H -0.245761 -2.086415 1.095280 -0.1 0.3 -0.2 0.193
H -0.374981 -4.151223 1.046260 -0.1 -0.2 0.0 0.488
O -2.019062 4.026447 3.328301 0.6 0.5 -0.3 -0.735
C -1.712812 2.780841 2.856908 -0.2 -2.8 0.2 0.956
O -2.335034 1.787462 3.311537 -0.2 1.0 0.1 -0.802
O -0.807495 2.659408 1.992302 0.4 1.3 -0.8 -0.890
H -2.506657 3.929086 4.151662 -0.2 -0.3 -0.1 0.489


(5)
9
Properties=species:S:1:pos:R:3:forces:R:3:nbo_charge:R:1 method="wB97M-V/def2-TZVPD" e_above_lowest_kj_mol=556.4 energy_ha=-889.09739 e_lumo_ha="-0.27623 / -0.27701" spin_multiplicity=1 homo_energy_ev="-13.09 / -13.09" charge=+1
C 0.081607 -0.103392 0.173741 1.4 -4.4 1.1 0.385
N 1.223760 -0.756028 -0.102227 -4.5 -0.1 1.6 -0.682
N -0.062432 1.141298 -0.045058 1.3 2.2 -0.6 -0.901
P -1.506479 1.958866 -0.355993 -2.0 -0.7 0.3 0.777
S -3.037083 -1.262347 0.303015 0.5 1.6 -0.3 -0.119
H -0.763420 -0.617019 0.646545 0.2 -0.3 -0.6 0.258
H 1.311950 -1.736769 0.081865 0.2 -0.2 0.1 0.450
H 1.932993 -0.198132 -0.383233 3.2 1.3 -1.3 0.400
H 0.819102 1.573526 -0.318651 -0.2 0.7 -0.2 0.432


(6)
51
Properties=species:S:1:pos:R:3:forces:R:3:nbo_charge:R:1 method="wB97M-V/def2-TZVPD" e_above_lowest_kj_mol=58.5 energy_ha=-2068.43703 e_lumo_ha="-0.41668 / -0.39052" spin_multiplicity=1 homo_energy_ev="-15.26 / -15.26" charge=+3
Sn 0.387973 -0.715878 -0.827771 0.0 -1.1 -1.6 1.580
O -0.371529 -0.246763 -3.029194 -0.1 0.0 0.6 -0.440
N 0.358911 -0.217505 -4.019249 -0.1 -0.1 -0.2 0.247
N 1.625076 -0.560474 -3.752669 0.2 0.1 -0.1 0.164
O 1.998127 -0.832377 -2.553020 -0.4 -0.1 0.5 -0.599
C 2.513095 -0.569302 -4.811947 -0.1 0.0 -0.1 0.258
C 3.852703 -0.951291 -4.564455 0.0 0.0 0.2 -0.191
C 4.735147 -0.957769 -5.603421 0.0 0.0 -0.1 -0.170
C 4.308857 -0.584202 -6.897732 0.0 0.0 0.1 0.014
C 2.977287 -0.209934 -7.141541 0.1 0.0 -0.1 -0.204
C 2.074141 -0.194260 -6.119059 -0.1 0.1 0.1 -0.152
H 4.151778 -1.229454 -3.565289 0.0 0.0 0.0 0.266
H 5.761830 -1.255589 -5.441979 0.0 0.0 0.0 0.265
H 5.023965 -0.573998 -7.710447 0.0 0.0 0.0 0.258
H 2.671885 0.076788 -8.138071 0.0 0.0 0.0 0.269
H 1.053889 0.119175 -6.278297 0.0 -0.1 0.0 0.269
N -7.996326 -7.744447 -3.116180 0.0 0.0 0.1 -0.205
C -7.100013 -7.149506 -2.715146 0.1 0.0 -0.2 0.229
C -5.945885 -6.410453 -2.276001 -0.1 -0.1 0.0 -0.127
C -4.906595 -7.062077 -1.621973 -0.1 0.0 0.1 -0.132
C -3.801746 -6.346665 -1.196222 0.2 -0.1 0.0 -0.228
C -3.711438 -4.989563 -1.458040 -0.2 -0.1 -0.1 0.200
C -4.755841 -4.332997 -2.091224 0.1 0.2 -0.1 -0.249
C -5.867494 -5.041040 -2.506854 -0.1 0.0 0.1 -0.122
N -2.511267 -4.270887 -1.107258 0.1 0.1 0.1 -0.316
C -1.312650 -4.828448 -0.711330 0.1 -0.1 0.0 -0.030
C -0.441439 -3.806137 -0.544419 -0.1 0.1 0.0 -0.106
N -1.092142 -2.617253 -0.825972 0.7 0.5 -0.1 -0.658
C -2.332302 -2.943499 -1.162983 -0.1 0.2 0.0 0.229
H -4.972857 -8.124068 -1.431760 0.0 0.0 0.0 0.256
H -3.018771 -6.869013 -0.664676 0.0 0.0 0.0 0.227
H -4.713972 -3.271326 -2.292843 0.0 0.0 -0.1 0.217
H -6.681562 -4.533734 -3.005198 0.0 0.0 0.0 0.251
H -1.161105 -5.885361 -0.592077 -0.1 0.0 0.0 0.258
H 0.595312 -3.845595 -0.250193 0.0 -0.1 0.0 0.230
H -3.099890 -2.233193 -1.414647 0.0 -0.1 -0.1 0.232
O 0.235908 1.506847 2.199748 0.7 0.2 -0.4 -0.185
O 0.141597 0.776286 1.121705 -0.3 0.6 1.1 -0.291
C -0.902998 4.373090 3.244158 -0.2 0.1 -0.1 -0.420
N -0.449017 3.619275 4.421975 -0.1 0.0 0.1 -0.250
C -0.063945 4.189119 5.604506 0.0 0.0 0.0 -0.007
C 0.211259 3.181994 6.480335 0.0 0.1 0.1 -0.006
N -0.004467 2.018103 5.808864 0.2 0.1 0.1 -0.428
C -0.402625 2.286294 4.555139 0.0 -0.1 -0.2 0.140
S -0.855009 1.055719 3.411080 -0.7 0.0 0.4 0.676
H -0.472710 5.369246 3.279873 0.1 0.0 0.1 0.259
H -1.988212 4.453680 3.255789 0.0 0.0 0.1 0.253
H -0.582550 3.883956 2.331325 0.1 0.0 0.0 0.233
H -0.016200 5.256777 5.741344 0.0 0.0 -0.1 0.280
H 0.548825 3.224847 7.502545 -0.1 -0.1 0.0 0.286
H 0.103349 1.091478 6.202426 0.1 0.0 -0.1 0.472